1.
C46H57CdN6O4P3Se2Si2 | ωB97M-V with the def2-TZVPD basis set

Geometry as ORCA input:
```
! RIJCOSX wB97M-V def2-TZVPD def2/J DEFGRID3
* xyz -2 1
Cd -0.32149 1.39962 -0.31306
C -0.75493 -0.13145 -3.57484
C -1.52883 -0.63287 -2.36294
C -2.11938 -2.01200 -2.61457
O -0.63080 -0.74381 -1.23041
C -2.67653 0.39368 -2.04056
O -3.62021 0.36043 -2.84336
O -2.53651 1.16403 -1.04876
H 0.01493 -0.85407 -3.86513
H -0.26476 0.81894 -3.35111
H -1.44783 0.00966 -4.40442
H -1.34611 -2.69481 -2.97834
H -2.91583 -1.93178 -3.35275
H -2.53779 -2.41692 -1.69063
H 0.26768 -1.01488 -1.51300
C 0.66129 2.22613 3.44988
Si -0.39378 2.60822 1.91633
C -2.13247 2.95117 2.62442
C 0.15396 4.37486 1.34749
C 0.27171 5.35506 2.34469
C 0.60506 6.67125 2.06675
C 0.82515 7.04961 0.74863
C 0.71514 6.09831 -0.25281
C 0.39160 4.75753 0.00474
Si 0.30985 3.56678 -1.51832
C 1.96927 3.87262 -2.39674
C -0.99495 4.37008 -2.66256
H 0.58328 3.00212 4.22008
H 1.70932 2.10265 3.17052
H 0.32917 1.28033 3.89142
H -2.14800 3.87838 3.20864
H -2.46059 2.13220 3.27108
H -2.85794 3.04058 1.81148
H 0.09174 5.07920 3.38089
H 0.68907 7.39694 2.86985
H 1.08229 8.07593 0.50554
H 0.89095 6.40769 -1.28039
H 2.11749 4.92920 -2.64978
H 2.01721 3.28811 -3.31998
H 2.80427 3.54548 -1.77245
H -0.53004 5.04874 -3.38677
H -1.71453 4.94255 -2.07140
H -1.56208 3.61433 -3.21071
Se 6.75124 -1.01145 -4.40165
P 5.62201 -2.33795 -3.21434
C 6.63598 -2.95425 -1.83914
C 7.86429 -3.55623 -2.11433
C 8.70809 -3.92462 -1.08091
C 8.34872 -3.66040 0.23608
C 7.14577 -3.03286 0.51209
C 6.28531 -2.68441 -0.52203
C 5.13850 -3.74344 -4.27219
C 5.72368 -5.00242 -4.23932
C 5.34687 -5.97468 -5.15934
C 4.39487 -5.68676 -6.12551
C 3.81826 -4.42281 -6.17390
C 4.18794 -3.45671 -5.25340
C 4.08082 -1.70763 -2.53982
C 2.98436 -2.13822 -1.76385
N 2.15170 -1.08259 -1.68911
N 2.68847 -0.06391 -2.33347
N 3.84474 -0.41219 -2.85087
P 2.33647 -3.55185 -0.84624
Se 1.24522 -2.92294 0.85930
C 3.69184 -4.67268 -0.32822
C 4.32029 -5.55968 -1.19338
C 5.33324 -6.39465 -0.74443
C 5.72032 -6.36231 0.58620
C 5.08444 -5.49675 1.46237
C 4.07652 -4.65863 1.01053
C 1.28829 -4.51428 -1.99943
C -0.02220 -4.79570 -1.62813
C -0.85709 -5.50975 -2.47795
C -0.39281 -5.94225 -3.70918
C 0.90662 -5.64414 -4.09807
C 1.73869 -4.92929 -3.25166
H 8.17388 -3.69194 -3.14370
H 9.65865 -4.39405 -1.30319
H 9.01594 -3.93266 1.04516
H 6.86627 -2.80782 1.53343
H 5.35229 -2.18093 -0.30145
H 6.46166 -5.23742 -3.48384
H 5.79926 -6.95812 -5.11713
H 4.10197 -6.44514 -6.84146
H 3.07137 -4.19103 -6.92271
H 3.73983 -2.47002 -5.28754
H 4.02836 -5.62014 -2.22765
H 5.81537 -7.07124 -1.43990
H 6.51318 -7.01137 0.93796
H 5.37425 -5.46506 2.50546
H 3.57145 -3.98755 1.69312
H -0.38794 -4.44228 -0.67250
H -1.87854 -5.70332 -2.17626
H -1.04696 -6.49123 -4.37556
H 1.27524 -5.94962 -5.06978
H 2.72365 -4.66104 -3.60769
O 2.74698 0.34424 1.11341
H 2.91307 0.73875 0.24751
H 2.29219 -0.48166 0.89195
C -4.24045 -3.21961 2.79000
N -3.13555 -3.42380 1.86020
C -1.98010 -3.90754 2.61368
N -1.59213 -3.05621 3.73789
C -2.75482 -2.87719 4.59851
N -3.93699 -2.34471 3.92382
C -3.69291 -0.96627 3.46458
P -2.29769 -0.76680 2.24194
C -2.80963 -2.17697 1.14709
C -1.09053 -1.75670 3.26003
H -4.52721 -4.19642 3.19335
H -5.09058 -2.80509 2.24333
H -1.13073 -4.00886 1.93540
H -2.22854 -4.89600 3.01398
H -2.48742 -2.20873 5.42066
H -3.01960 -3.85489 5.01470
H -3.47988 -0.33669 4.33374
H -4.61116 -0.57815 3.01473
H -1.99896 -2.36160 0.43672
H -3.67518 -1.85937 0.55909
H -0.79759 -1.15265 4.12410
H -0.18148 -1.91579 2.67683
*
```

Results
HOMO level	-1.05	eV
orbital gap	4.45	eV
E	-244640.7889	eV
largest force on an atom	0.537	eV Å⁻¹
LUMO	0.125	hartree

2.
C3H6ClIO2S | ωB97M-V with the def2-TZVPD basis set

Geometry as ORCA input:
```
! RIJCOSX wB97M-V def2-TZVPD def2/J DEFGRID3
* xyz 0 1
C -0.46814 -0.68417 1.27063
C -0.38107 -0.70298 -1.20841
C 0.38282 -0.29787 -0.00396
O 1.15751 1.95969 1.24573
O 1.24186 1.83479 -1.30512
S 0.66152 1.49475 0.00919
Cl -1.29797 2.23461 -0.09258
I 2.39389 -1.04953 -0.02047
H -0.12561 -0.06813 2.22474
H -1.57236 -0.57254 1.14401
H -0.50263 -1.81132 1.29220
H 0.04626 -0.29555 -2.18006
H -0.20552 -1.68032 -1.41358
H -1.33056 -0.36144 -0.96231
*
```

Results
HOMO level	-10.18	eV
orbital gap	9.74	eV
E	-38760.2505	eV
largest force on an atom	4.090	eV Å⁻¹
LUMO	-0.016	hartree

3.
C5H6O3 | ωB97M-V with the def2-TZVPD basis set

Geometry as ORCA input:
```
! RIJCOSX wB97M-V def2-TZVPD def2/J DEFGRID3
* xyz 0 1
C -2.45584 0.25622 0.09043
C -1.09037 -0.14907 -0.20125
C 0.59288 -1.51353 0.06433
C 1.17402 -0.29734 -0.09411
C 0.07328 0.61596 -0.02408
H -3.21579 -0.09884 -0.61824
H -2.42242 1.38880 0.27552
H -2.75094 -0.33141 1.01245
H 1.04734 -2.45942 0.16550
H 2.59511 0.62552 0.77466
H -0.03280 2.26215 -0.84013
O -0.77391 -1.45359 -0.03466
O 2.48085 0.07133 -0.03165
O 0.17002 2.02473 0.09360
*
```

Results
HOMO level	-8.30	eV
orbital gap	8.87	eV
SMILES	Cc1occ(O)c1O
E	-11422.7495	eV
largest force on an atom	3.145	eV Å⁻¹
LUMO	0.021	hartree

4.
C6H16 | ωB97M-V with the def2-TZVPD basis set

Geometry as ORCA input:
```
! RIJCOSX wB97M-V def2-TZVPD def2/J DEFGRID3
* xyz 1 2
C -1.54562 -1.13176 -1.69599
C -1.11862 -2.17005 -0.58922
C -2.21654 -0.02472 -0.92113
H -0.53229 -0.71559 -2.17168
H -2.02475 -1.47363 -2.65466
H -1.88426 -2.38192 0.16208
H -1.69011 0.14985 0.10152
H -0.33011 -1.76473 0.06597
H -1.07542 -3.12792 -1.04606
H -2.24864 0.89216 -1.45778
H -3.27702 -0.28647 -0.70989
C 1.58746 0.67284 1.25928
C 0.70259 1.93681 1.51400
C 2.62834 0.79825 0.13922
H 2.10424 0.21666 2.11744
H 0.80714 -0.20015 0.95898
H 1.20000 2.46190 2.24567
H 3.46401 1.45114 0.54144
H 3.12575 -0.30099 -0.10189
H 0.04983 1.50449 2.28745
H 0.03101 2.42171 0.67579
H 2.24301 1.07210 -0.72053
*
```

Results
HOMO level (spin up / spin down)	-15.66 / -14.39	eV
orbital gap (spin up / spin down)	12.89 / 3.67	eV
E	-6468.3757	eV
largest force on an atom	6.603	eV Å⁻¹
LUMO (spin up / spin down)	-0.102 / -0.394	hartree
expectation value of S²	0.7538

5.
C5H10O2 | ωB97M-V with the def2-TZVPD basis set

Geometry as ORCA input:
```
! RIJCOSX wB97M-V def2-TZVPD def2/J DEFGRID3
* xyz 0 1
C -0.03990 -0.54434 1.08190
C 0.72142 -0.15318 -0.16668
C -0.59729 -0.90990 -0.23436
C 2.10929 -0.70199 -0.36458
C 0.75071 1.28931 -0.61736
O -3.33557 0.46939 0.29221
O -1.52534 -1.08223 -0.91062
H 0.38642 -1.31468 1.61463
H -0.74118 0.02156 1.65087
H 2.42473 -0.45171 -1.38793
H 2.30573 -1.69413 0.10895
H 2.86507 -0.18767 0.30879
H 1.48308 1.84327 0.03745
H -0.13551 1.85526 -0.48179
H 0.97619 1.41388 -1.72036
H -3.44560 -0.53154 0.19746
H -4.20224 0.67869 0.59143
*
```

Results
HOMO level	-8.50	eV
orbital gap	9.31	eV
SMILES	CC1(C)CC1=O.O
E	-9439.5826	eV
largest force on an atom	4.723	eV Å⁻¹
LUMO	0.030	hartree

6.
C2H6NOPS | ωB97M-V with the def2-TZVPD basis set

Geometry as ORCA input:
```
! RIJCOSX wB97M-V def2-TZVPD def2/J DEFGRID3
* xyz 0 1
C 0.85630 -0.98251 0.37684
C -1.87054 -0.03033 -0.39772
N 2.07486 -0.37271 0.35077
O 3.11702 -0.83901 -0.02784
P 0.06077 0.32086 -0.83520
S 0.06831 2.03880 0.42030
H 0.23045 -0.63736 1.21704
H 0.92587 -2.04319 0.34604
H -2.25666 0.91804 -0.89935
H -2.14015 -1.01617 -0.92066
H -2.07911 -0.01603 0.58997
H 1.01287 2.65961 -0.22018
*
```

Results
HOMO level	-8.46	eV
orbital gap	8.48	eV
SMILES	CP(S)CN=O
E	-25829.3075	eV
largest force on an atom	5.867	eV Å⁻¹
LUMO	0.001	hartree